# 1
Molecular formula: C4H9N2O
Method: DFT, wB97M-V/def2-TZVPD

Cartesian coordinates (Å):
H1 0.589 1.196 2.256
H2 -1.805 -0.045 0.135
C1 0.465 0.235 0.216
C2 1.084 0.730 1.451
H3 -1.911 0.804 -2.153
C3 -1.055 0.284 -1.808
H4 1.582 -1.396 0.972
N1 0.813 -0.786 1.211
H5 2.180 1.045 1.386
H6 1.144 -0.810 -1.810
H7 -1.204 -0.811 -2.212
O1 0.176 0.617 -2.322
C4 -0.969 0.493 -0.229
H8 -1.358 1.466 -0.172
N2 1.303 0.147 -1.788
H9 0.142 -1.294 1.771

Force components x, y, z for each atom (eV/Å):
-1.0 0.2 0.7
-0.3 -1.4 1.0
-1.6 1.0 -2.0
2.8 -0.7 -1.9
-0.1 1.2 -0.9
0.4 -4.8 0.8
0.5 0.1 0.0
0.7 0.4 0.3
-1.5 -0.9 0.2
0.0 -3.1 0.3
-0.2 1.4 1.5
0.9 3.4 -1.5
1.4 -1.0 -2.1
0.5 1.9 0.7
-1.9 2.2 2.8
-0.5 0.3 0.1

As for the LUMO energy (spin up / spin down): -4.49 / -4.49 eV. As for the net charge: +1. The HOMO-LUMO gap (spin up / spin down) comes out at 9.727 / 9.726 eV. For the HOMO energy (spin up / spin down), the calculation gives -0.5225 / -0.5225 Eh.

# 2
Molecular formula: C20H40NO9P2
Method: DFT, wB97M-V/def2-TZVPD

Cartesian coordinates (Å):
H1 -2.773 -3.257 -3.181
H2 1.769 0.489 -6.516
C1 -1.044 7.775 1.455
C2 0.304 8.467 1.283
H3 0.569 2.684 -3.241
H4 -0.831 1.174 1.948
H5 0.439 1.566 -6.990
H6 1.792 3.151 -5.667
H7 0.140 -3.481 -0.098
H8 1.880 -5.114 3.207
H9 0.399 -0.860 1.500
H10 -1.791 8.148 0.751
C3 -1.219 -3.681 -1.751
H11 -1.445 7.845 2.463
O1 1.957 -2.477 3.125
H12 0.195 -0.552 3.219
H13 -1.348 -4.743 -1.964
H14 0.687 7.968 -0.813
H15 1.076 3.552 1.939
H16 2.819 -1.175 1.766
H17 -2.276 -2.072 2.941
H18 0.094 1.667 0.538
H19 -2.480 -4.254 0.759
H20 -1.299 -1.304 -3.332
H21 2.857 -4.742 -0.074
P1 3.191 -5.095 1.252
C4 -1.991 -1.393 -2.494
O2 4.496 -4.556 1.723
H22 -1.522 -0.962 -1.606
C5 0.009 0.364 -5.288
H23 3.172 -6.505 1.236
P2 -0.877 -4.839 2.220
C6 0.949 7.622 0.189
C7 1.493 2.222 -5.186
C8 -2.925 -2.941 3.022
C9 0.989 1.147 -6.145
O3 0.670 5.203 -0.032
C10 -2.420 -4.180 3.072
N1 -1.529 -4.551 0.570
C11 -2.406 -2.842 -2.237
H24 0.211 9.524 1.040
C12 0.127 3.077 2.183
O4 -0.101 -3.226 2.342
H25 -0.430 3.108 -4.644
H26 -2.863 -0.776 -2.732
C13 1.260 -3.261 2.188
O5 -0.452 -0.720 -5.487
H27 -0.003 3.055 3.266
O6 0.666 -5.398 1.513
C14 -0.935 -3.494 -0.246
H28 -1.369 -2.523 0.037
C15 2.183 -1.168 2.659
O7 -0.798 6.393 1.164
H29 0.883 8.381 2.203
O8 -0.322 1.101 -4.199
H30 2.030 7.548 0.270
C16 1.683 -4.734 2.192
H31 -1.458 -6.146 2.198
C17 0.889 -0.425 2.379
C18 0.298 2.392 -4.253
H32 2.731 -0.648 3.446
H33 -3.996 -2.741 3.065
H34 -0.686 3.662 1.755
O9 1.203 0.935 2.133
C19 0.099 1.666 1.635
H35 -3.219 -2.857 -1.505
C20 0.315 6.258 0.396
H36 -2.956 -4.931 3.661
H37 -0.334 -3.331 -2.296
H38 1.526 -2.872 1.181
H39 2.346 1.841 -4.623
H40 -0.300 -5.157 3.518

Force components x, y, z for each atom (eV/Å):
-0.2 0.0 0.1
-0.1 0.0 -0.1
0.0 0.1 0.0
0.1 0.0 0.0
0.0 -0.1 0.0
0.0 0.0 0.0
0.0 0.0 0.0
-0.1 0.0 0.0
0.0 0.0 0.1
-0.2 0.1 0.1
0.0 0.0 0.0
0.0 0.0 0.0
0.1 0.3 0.2
0.0 -0.1 0.0
0.0 -0.3 0.1
0.0 0.1 0.1
0.0 0.0 0.1
0.0 0.0 0.0
0.0 0.1 0.0
0.0 0.0 -0.1
0.0 -0.1 -1.0
0.1 0.0 0.0
-0.1 -0.3 -0.1
0.0 -0.1 0.1
-0.1 -0.1 0.0
0.3 0.0 0.3
-0.3 0.1 0.1
0.0 0.1 -0.1
0.0 0.0 0.0
-0.1 0.0 0.0
-0.2 0.0 -0.2
0.0 -0.1 0.8
0.0 0.0 0.3
0.0 0.0 0.0
0.0 0.0 0.1
0.2 0.0 0.2
0.0 0.1 -0.1
0.2 0.4 0.3
0.3 0.4 0.2
0.4 0.0 -0.3
0.0 0.0 0.0
0.0 -0.2 0.1
0.1 0.0 0.1
0.0 0.0 0.0
0.0 0.0 0.0
0.1 0.0 -0.6
0.1 0.0 -0.1
0.1 0.0 0.0
-0.1 -0.1 0.2
-0.5 -0.3 -0.4
0.4 0.2 0.1
0.0 0.2 0.3
0.0 0.0 0.0
0.0 0.0 0.0
0.0 0.0 0.0
0.0 0.0 -0.1
0.2 -0.1 -0.1
0.0 0.0 -0.2
0.0 -0.2 -0.4
0.1 0.1 0.0
0.0 0.0 0.0
0.1 0.0 1.0
0.1 0.1 -0.1
0.0 0.1 0.1
-0.3 -0.1 0.2
0.0 -0.2 0.0
0.0 0.0 -0.1
-0.5 -0.3 -0.9
0.0 -0.1 -0.2
0.0 0.1 0.1
0.0 0.0 0.0
0.0 0.0 0.0

As for the LUMO energy: 1.81 eV. As for the net charge: -1. The HOMO-LUMO gap comes out at 6.441 eV. For the HOMO energy, the calculation gives -0.1701 Eh.

# 3
Molecular formula: C3H7NOS
Method: DFT, wB97M-V/def2-TZVPD

Cartesian coordinates (Å):
H1 0.461 0.230 2.194
O1 1.314 0.687 -0.367
C1 -0.092 0.941 1.557
H2 -0.285 -1.881 -3.325
H3 -0.768 -1.348 0.850
S1 0.032 -0.792 -2.580
H4 -0.634 1.283 -0.442
C2 -0.553 -0.863 -0.068
C3 0.030 0.568 0.100
H5 -1.133 1.021 1.827
N1 -0.544 -1.530 -1.160
H6 1.705 -0.180 -0.270
H7 0.468 1.864 1.684

Force components x, y, z for each atom (eV/Å):
-0.5 -0.1 -0.1
1.0 0.1 -0.6
1.3 0.0 0.2
0.1 0.5 0.1
-0.7 -0.7 0.6
-0.3 -0.6 -0.2
0.5 -0.5 -0.1
1.5 1.2 -1.8
-2.9 -0.3 0.5
-0.2 0.1 0.4
-0.1 0.2 0.9
0.6 -0.2 -0.1
-0.4 0.4 0.2

Its SMILES is C[C@@H](O)/C=N\S. As for the LUMO energy: 0.77 eV. The HOMO-LUMO gap comes out at 9.919 eV. For the HOMO energy, the calculation gives -0.3361 Eh.

# 4
Molecular formula: C19H46BrClN3O4P
Method: DFT, wB97M-V/def2-TZVPD

Cartesian coordinates (Å):
C1 -0.039 -2.170 5.341
O1 -1.022 4.053 -3.134
Br1 1.111 3.301 -1.162
H1 -1.340 2.475 6.298
H2 0.703 -1.676 5.970
C2 3.861 2.412 -4.589
H3 -2.914 -2.292 -1.314
H4 0.157 -0.014 3.491
H5 0.048 -3.245 5.511
H6 0.939 -1.431 0.136
H7 5.300 -0.415 -2.038
H8 4.812 1.214 -5.932
Cl1 0.793 0.240 -3.289
O2 -1.318 0.660 -5.258
C3 -1.940 -2.358 -1.803
C4 -0.518 1.798 -5.163
N1 -0.776 -2.539 0.470
H9 -0.573 1.522 3.042
H10 5.741 2.433 -5.389
H11 -2.068 -2.952 -2.710
H12 -2.284 -0.203 3.773
C5 -0.020 -1.312 0.649
H13 0.139 1.803 -6.035
C6 2.453 2.185 -5.136
H14 -2.330 0.285 -3.477
H15 2.276 1.130 -5.367
H16 -1.715 -2.268 2.278
C7 -2.500 0.693 -4.482
H17 -2.994 -4.312 0.386
C8 -1.026 0.385 6.836
C9 -0.397 0.840 3.876
H18 0.062 0.448 6.673
N2 4.802 2.197 -5.683
H19 -2.886 1.717 -4.390
P1 -0.589 2.621 -2.449
O3 4.227 0.231 -3.693
C10 -0.895 -3.021 -0.897
H20 3.914 3.470 -4.298
H21 -2.643 1.755 7.252
H22 -3.407 -3.998 2.066
H23 5.114 1.929 -2.902
C11 4.359 -0.612 -2.571
C12 -1.988 -2.591 1.268
H24 -2.764 -1.888 0.922
H25 -3.244 0.081 -4.994
H26 -1.645 -1.354 -2.107
C13 -1.743 0.427 4.485
H27 3.378 1.761 -2.578
N3 -1.724 -0.283 5.753
H28 2.348 2.771 -6.054
C14 -0.669 0.000 0.197
H29 -2.155 -2.133 4.941
H30 3.521 -0.471 -1.874
H31 -1.104 -4.093 -0.860
H32 -0.576 4.808 -2.737
C15 -1.562 1.782 7.110
H33 0.092 -2.930 -1.357
C16 0.388 1.900 -3.901
H34 -1.105 2.183 8.016
C17 -2.589 -3.986 1.345
H35 -1.686 0.107 0.578
H36 -0.087 0.846 0.568
H37 -1.165 -0.229 7.730
H38 -1.837 -4.709 1.664
C18 4.156 1.593 -3.335
H39 4.357 -1.642 -2.930
O4 1.502 2.664 -4.173
C19 -1.463 -1.710 5.676
H40 0.237 1.359 4.596
H41 0.219 -1.984 4.299
H42 0.218 -1.237 1.714
H43 -2.355 1.326 4.602
H44 -0.695 0.083 -0.889
H45 -1.127 2.713 -5.202
H46 -1.749 -2.140 6.641

Force components x, y, z for each atom (eV/Å):
0.0 0.0 0.0
0.0 -0.1 0.2
0.0 -0.1 0.0
0.0 0.0 0.0
0.0 0.0 0.0
0.0 0.1 0.1
0.0 0.0 0.0
0.1 0.0 0.1
0.0 0.0 0.0
0.0 0.0 0.0
-0.1 0.0 0.0
0.0 0.0 0.1
0.1 -0.1 0.0
-0.1 0.1 -0.1
0.0 0.0 0.0
0.0 -0.1 0.1
0.0 0.0 0.0
0.0 0.0 0.0
0.0 0.0 0.0
0.0 0.0 0.0
0.0 0.0 0.0
0.1 0.0 0.0
0.0 -0.1 0.1
0.0 0.1 -0.2
0.0 0.1 -0.1
0.1 0.0 0.1
0.0 0.0 0.0
-0.1 0.0 0.1
0.0 0.0 0.0
0.0 0.0 0.0
-0.1 0.0 -0.1
0.0 0.0 0.0
-0.1 0.0 0.0
0.0 -0.1 0.0
0.0 0.1 -0.2
-0.1 0.0 0.0
0.0 0.0 -0.1
0.0 -0.1 0.0
0.0 0.0 0.0
0.0 0.0 0.0
-0.1 -0.1 -0.1
0.0 0.0 0.0
0.0 0.0 0.0
0.0 0.0 0.0
0.1 0.0 0.1
0.0 0.0 0.0
0.0 0.0 -0.1
0.0 -0.1 -0.1
0.0 0.0 0.0
0.0 -0.1 0.1
0.1 0.0 0.0
0.0 0.0 0.0
0.1 0.0 -0.1
0.0 0.0 0.0
0.1 0.1 -0.1
0.0 0.0 0.0
0.0 0.0 0.0
0.0 0.3 -0.2
0.0 0.0 0.0
0.0 0.0 0.0
0.0 0.0 0.0
0.0 0.0 0.0
0.0 0.0 0.0
0.0 0.0 0.0
0.0 0.1 0.0
0.0 0.1 0.0
0.0 -0.1 0.3
0.0 -0.1 0.0
0.0 0.0 0.0
0.0 0.0 0.0
0.0 0.0 0.0
0.0 0.0 0.1
-0.1 0.0 0.0
0.1 0.0 0.0
0.0 0.0 0.0

Its SMILES is COC[C@@H](N)CO[C@](Cl)(COC)P(O)Br.CCN(CC)CC.CCN(CC)CC. As for the LUMO energy: 0.36 eV. The HOMO-LUMO gap comes out at 8.390 eV. For the HOMO energy, the calculation gives -0.2950 Eh.

# 5
Molecular formula: C23H51N11O2Ti
Method: DFT, wB97M-V/def2-TZVPD

Cartesian coordinates (Å):
C1 -2.615 -3.477 0.132
C2 -4.381 -4.153 -1.424
C3 0.290 -1.424 -5.649
H1 2.725 -2.174 -2.834
C4 -1.936 -2.176 0.524
H2 -2.317 -4.077 -1.862
H3 -2.995 -2.541 -1.676
H4 -0.562 -0.645 1.972
H5 3.754 0.502 0.685
H6 2.755 -3.213 4.172
C5 -0.569 1.042 -4.291
H7 3.364 -0.716 -4.382
C6 3.903 0.400 1.756
H8 -4.345 1.096 -1.924
H9 -0.183 1.749 -3.566
N1 -3.367 -0.760 -2.136
C7 -1.821 1.499 0.923
C8 3.206 -1.132 3.649
H10 -4.312 -1.053 -2.390
C9 2.345 -2.273 -0.752
C10 3.218 -2.632 3.379
N2 -1.234 1.457 -0.456
H11 2.447 1.292 -0.850
O1 -0.944 -1.753 -0.274
H12 -1.591 1.322 -4.538
N3 -0.582 -0.338 -3.729
H13 0.399 -2.424 -6.067
C11 -2.408 1.517 -1.419
H14 -4.405 -4.832 -2.272
H15 4.144 -0.746 4.036
H16 4.211 -3.037 3.179
H17 1.621 -3.074 -0.919
H18 3.059 -2.357 -5.027
H19 2.407 -0.855 4.336
H20 3.373 -0.795 -1.941
H21 -4.501 -2.895 1.016
H22 1.297 -4.382 2.672
H23 1.764 1.856 0.510
N4 1.317 -1.210 -4.608
H24 -2.887 2.474 -1.194
H25 -1.813 -0.838 -5.397
N5 2.915 -0.548 2.304
Ti1 0.301 -0.325 -0.436
H26 -2.920 -0.556 -3.027
N6 1.875 -1.310 0.276
H27 -3.698 -4.213 1.863
H28 0.891 0.117 2.215
H29 -1.292 -2.213 -4.400
H30 1.442 3.538 -1.145
H31 0.897 2.288 -2.246
C12 -4.595 -4.785 -0.059
H32 -5.653 -4.908 0.158
H33 0.823 -3.627 1.136
C13 1.666 -3.907 1.765
H34 -1.078 3.418 -1.318
H35 -0.449 3.287 0.297
H36 4.914 0.027 1.924
C14 2.527 -1.480 -2.024
N7 0.031 0.133 1.664
H37 -1.996 1.604 -2.419
N8 -2.986 -3.527 -1.330
C15 0.760 -0.768 -3.490
C16 2.725 -1.320 -5.017
H38 -2.391 2.422 1.051
H39 -0.059 2.220 1.981
H40 3.806 1.368 2.244
C17 2.388 -1.537 1.532
H41 3.290 -2.724 -0.447
H42 2.791 -0.930 -6.032
O2 -2.183 -1.641 1.571
C18 -3.905 -3.799 0.879
H43 2.307 -4.615 1.240
H44 -3.946 0.322 -0.419
N9 1.552 1.524 -0.429
C19 -0.500 2.771 -0.660
H45 0.033 1.123 -5.200
C20 -0.745 1.373 1.965
N10 2.404 -2.705 2.141
H46 -1.196 1.308 2.955
C21 -3.562 0.522 -1.419
H47 -2.501 0.663 1.028
H48 -4.129 -5.771 -0.007
H49 -5.080 -3.336 -1.597
C22 -0.986 -1.258 -4.829
H50 -1.876 -4.264 0.303
H51 0.412 -0.700 -6.455
C23 0.894 2.597 -1.205
N11 1.255 -0.751 -2.251

Force components x, y, z for each atom (eV/Å):
0.1 -0.1 0.0
0.0 0.0 0.0
0.0 0.0 0.0
0.0 0.0 0.0
0.3 -0.2 0.1
0.0 0.1 0.0
0.0 0.1 -0.3
0.0 -0.1 0.0
0.0 0.0 0.0
0.0 0.0 0.0
0.0 0.0 0.0
0.0 0.0 0.0
-0.1 0.1 0.0
-0.1 0.0 0.1
0.0 0.0 0.0
-0.2 0.0 0.0
0.0 0.0 -0.1
-0.1 0.1 0.0
0.1 0.0 -0.1
0.1 0.1 0.0
0.0 -0.1 0.0
-0.1 -0.1 0.2
0.0 0.0 0.0
0.0 0.6 -0.4
0.0 0.0 0.0
0.0 0.0 0.0
0.0 0.0 0.0
0.0 0.1 -0.1
0.0 0.0 0.0
0.0 0.0 0.0
0.0 0.0 0.0
0.0 0.0 0.0
0.0 0.0 0.0
0.0 0.0 0.0
0.0 0.0 0.0
0.0 0.0 0.0
0.0 0.0 0.0
0.0 0.0 0.0
0.0 0.0 0.0
0.0 0.0 0.0
0.0 0.0 0.0
0.1 -0.2 -0.1
0.2 -0.2 -0.1
0.1 -0.1 0.1
0.0 -0.1 0.2
0.0 0.0 0.0
-0.1 0.0 0.0
0.0 0.0 0.0
0.0 0.0 0.0
0.0 0.0 0.0
0.0 0.0 0.0
0.0 0.0 0.0
0.0 0.0 0.0
0.1 0.0 0.0
0.0 0.0 0.0
0.0 0.0 0.0
0.0 0.0 0.0
-0.1 -0.1 0.0
-0.1 0.2 0.1
0.0 0.0 0.0
-0.1 0.1 0.1
0.1 0.0 0.0
0.0 0.0 0.0
0.0 0.0 0.0
0.0 0.0 0.0
0.0 0.0 0.0
0.0 0.1 0.1
0.0 0.0 0.0
0.0 0.0 0.0
-0.1 0.1 0.2
0.0 0.0 0.0
0.0 0.0 0.0
0.1 0.0 0.0
-0.2 -0.2 0.0
0.0 0.0 0.0
0.0 0.0 0.0
0.1 -0.1 0.1
-0.1 0.1 0.0
0.0 0.0 0.0
0.0 0.0 0.0
-0.1 -0.1 0.0
0.0 0.0 0.0
0.0 0.0 0.0
0.0 0.0 0.0
0.0 0.0 0.0
0.0 0.0 0.0
0.0 0.0 0.0
0.0 0.0 -0.2

As for the LUMO energy: -12.52 eV. As for the net charge: +4. The HOMO-LUMO gap comes out at 7.745 eV. For the HOMO energy, the calculation gives -0.7449 Eh.

no.,molar mass (u)
1,101.13
2,500.49
3,105.16
4,526.93
5,561.60